C23H37N7RuSSi | wB97M-V/def2-TZVPD

XYZ file:
```
70
Properties=species:S:1:pos:R:3
Ru 0.91810 -0.57448 -0.06622
C -1.82406 2.86314 -1.45113
C -0.85289 1.94326 -0.78401
N -0.80615 0.67478 -0.99941
N -1.73304 0.15869 -1.84393
C -1.61233 -1.13031 -2.07045
N -2.52125 -1.67095 -2.89837
S -0.40066 -2.20542 -1.42327
C 0.09784 2.47683 0.20668
C 0.07431 3.81153 0.59399
C 0.96762 4.25998 1.55180
C 1.86489 3.36232 2.10244
C 1.82757 2.04944 1.66669
N 0.97262 1.61185 0.74383
H -2.26419 2.37205 -2.31194
H -1.33127 3.78180 -1.76815
H -2.63124 3.13081 -0.76484
H -3.22409 -1.07680 -3.30425
H -2.47344 -2.64199 -3.14379
H -0.64124 4.49189 0.15829
H 0.95798 5.29552 1.86347
H 2.58059 3.66188 2.85391
H 2.51842 1.31909 2.06600
C 4.03094 -0.94739 -3.62465
Si 2.92463 0.25896 -2.72550
C 1.25571 0.17661 -3.53547
C 3.46772 2.04716 -2.82322
N 2.83763 -0.20911 -0.98020
C 3.97241 -0.19136 -0.20225
C 3.92172 -0.54088 1.16752
C 5.04673 -0.52692 1.96699
C 6.28012 -0.16007 1.44350
C 6.36665 0.19100 0.10266
C 5.24581 0.17343 -0.70352
H 4.19110 -0.59384 -4.64632
H 3.52502 -1.91291 -3.69814
H 5.00682 -1.11502 -3.17335
H 1.38776 0.35170 -4.60722
H 0.56358 0.93380 -3.17034
H 0.79948 -0.81043 -3.44757
H 3.39912 2.37345 -3.86398
H 4.47374 2.26786 -2.47255
H 2.77145 2.66469 -2.24800
H 2.98054 -0.84534 1.60666
H 4.96310 -0.80546 3.01001
H 7.16110 -0.14986 2.07042
H 7.32053 0.47895 -0.31889
H 5.35439 0.44784 -1.74025
C 0.15245 -5.31927 4.31673
C -0.14891 -5.23166 2.82964
N 0.82080 -4.42713 2.08030
C 2.08646 -5.07355 1.72688
C 3.26828 -4.64514 2.58931
C 0.60221 -3.14386 1.76451
C -0.68865 -2.50164 2.18244
N 1.45298 -2.41599 1.09159
H -0.62138 -5.90406 4.81373
H 0.18303 -4.33267 4.78134
H 1.10892 -5.80901 4.50120
H -1.14520 -4.83473 2.65515
H -0.13910 -6.23023 2.39021
H 2.28941 -4.89818 0.66531
H 1.92223 -6.14580 1.82118
H 3.43466 -3.56902 2.53303
H 4.17829 -5.14285 2.25728
H 3.09994 -4.90586 3.63346
H -1.52056 -2.89438 1.59698
H -0.63848 -1.42767 2.00054
H -0.89420 -2.66453 3.23943
H 2.29344 -2.90958 0.81645
```

## Properties
Max |F|: 0.0166 Eh/bohr
Calculated total energy: -56172.50832 eV
Total charge: +1
2S+1: 6
LUMO energy (alpha / beta): -2.8 / -4.1 eV
Relative energy (zero: lowest compared OMol25 entry of this formula, charge and spin): 15.5 kcal/mol
Frontier orbital gap (alpha / beta): 7.35 / 6.08 eV
E_HOMO (alpha / beta): -10.10 / -10.22 eV

Formally, the natural (NBO) partial charges of the atoms, in units of the elementary charge, are as follows: 1.28 -0.69 0.24 -0.29 -0.45 0.31 -0.77 -0.32 0.17 -0.22 -0.13 -0.24 0.07 -0.49 0.27 0.23 0.24 0.41 0.41 0.24 0.24 0.24 0.21 -1.13 1.78 -1.15 -1.13 -0.89 0.10 -0.25 -0.20 -0.19 -0.21 -0.17 0.25 0.25 0.24 0.25 0.24 0.26 0.25 0.24 0.24 0.21 0.22 0.23 0.23 0.21 -0.62 -0.21 -0.39 -0.22 -0.62 0.55 -0.68 -0.88 0.23 0.21 0.21 0.21 0.21 0.21 0.22 0.21 0.23 0.22 0.26 0.23 0.24 0.38